No. 1
C24H54BN8O8S | ωB97M-V/def2-TZVPD

The geometry in XYZ format:
```
96
Properties=species:S:1:pos:R:3:forces:R:3:lowdin_charge:R:1
C 2.185075 -3.263511 2.932464 -0.6 -0.9 1.0 -0.118
O 3.518875 -2.817825 3.364446 -1.4 0.7 -2.3 -0.241
C 4.100087 -1.819186 2.453902 1.3 1.0 0.5 -0.206
C 4.231169 -0.380897 3.270556 0.5 -0.9 -1.2 -0.164
C 4.580035 0.790859 2.171082 -0.3 0.5 0.9 -0.184
C 3.890500 2.186415 2.732888 0.0 0.1 -0.5 -0.186
C 2.508333 2.559821 1.885501 0.1 0.3 0.4 -0.191
C 1.172833 1.802598 2.531251 0.6 0.7 0.6 -0.217
C -0.063790 1.823085 1.457506 1.4 -0.8 0.8 -0.373
S -0.667840 3.626417 1.641783 -2.5 -1.8 1.2 1.032
C -2.171790 3.067608 2.608215 -0.5 -1.7 -0.5 -0.398
N -3.177673 3.806696 3.463327 2.8 -0.7 -2.3 0.084
N -2.359265 1.713140 2.480876 -0.1 1.5 -0.5 0.091
C -1.368478 0.854624 1.666391 1.1 1.4 0.2 -0.238
O -1.755743 0.580926 0.242418 0.7 1.0 2.6 -0.056
N -3.011866 0.105519 0.178525 -1.3 -1.0 -5.3 0.005
O -3.252011 -0.108492 -1.023177 0.4 0.6 4.8 0.036
B -1.254785 -0.479918 2.642198 0.5 -3.0 1.5 -0.381
O -0.696445 -0.343801 4.034454 -3.5 0.9 -1.9 0.017
N -1.730980 -1.860080 2.227793 2.2 2.2 1.8 -0.132
C -1.738936 -2.851192 3.370474 -0.7 -1.9 -0.3 -0.096
C -0.947441 -2.425766 1.059120 -0.7 0.2 -1.2 -0.074
H 2.238309 -4.398451 2.576371 -0.1 2.5 0.4 0.114
H 1.664845 -2.577475 2.139896 1.3 -1.3 1.3 0.070
H 1.488500 -3.259701 3.888170 1.4 0.0 -1.8 0.092
H 5.198565 -2.159310 2.154855 -2.3 0.5 0.7 0.141
H 3.518994 -1.661247 1.450581 0.8 -0.4 2.0 0.098
H 5.123477 -0.430044 4.028928 -1.9 0.0 -1.3 0.128
H 3.234635 -0.213790 3.861060 1.8 -0.2 -1.2 0.097
H 4.151008 0.554494 1.090987 1.0 0.4 2.3 0.087
H 5.760988 0.896828 2.139335 -2.6 -0.1 -0.1 0.126
H 3.612889 2.009121 3.861320 0.6 0.6 -2.2 0.092
H 4.634676 3.114575 2.663327 -1.7 -2.1 0.1 0.125
H 2.615656 2.277887 0.746050 -0.1 0.5 2.3 0.118
H 2.379535 3.742014 1.972696 0.0 -2.5 -0.3 0.111
H 1.480517 0.744250 2.923322 -0.8 1.9 -1.0 0.113
H 0.854542 2.470241 3.456017 0.6 -1.7 -1.7 0.116
H 0.447529 1.564464 0.434973 -1.5 0.9 1.6 0.158
H -2.637369 4.564989 3.935681 -0.9 -0.5 -0.6 0.104
H -3.952089 4.183552 2.861250 1.0 -0.4 0.8 0.125
H -3.178857 1.219841 2.947572 1.3 1.2 -0.8 0.196
H -1.496144 -0.202132 4.643119 1.9 -0.3 -0.9 0.125
H -0.667204 -3.329806 3.479483 -2.1 1.1 0.3 0.090
H -2.195505 -2.452966 4.372649 1.2 -0.6 -2.1 0.107
H -2.448925 -3.747003 3.025637 1.5 1.9 0.8 0.123
H -1.620259 -2.335162 0.099593 1.6 -0.3 1.7 0.103
H -0.751169 -3.560864 1.273738 -0.1 2.3 -0.5 0.119
H 0.024778 -1.783851 0.938889 -1.6 -1.7 -0.2 0.097
C -2.848305 -1.461337 -6.104659 -0.2 0.5 0.8 -0.335
O -1.635002 -1.313038 -6.037777 -0.7 0.1 0.2 -0.005
N -3.768528 -0.932099 -5.225056 0.9 -0.7 -1.0 -0.199
C -5.191324 -1.155201 -5.374623 0.0 0.1 0.2 -0.071
C -3.299391 -0.127507 -4.116192 0.3 -0.1 -0.2 -0.065
H -3.312289 -2.055449 -6.909152 -0.1 0.0 0.1 0.125
H -5.690186 -0.188883 -5.491239 -0.2 -0.3 -0.1 0.080
H -5.566517 -1.657181 -4.478227 -0.1 0.0 -0.1 0.089
H -5.402993 -1.776305 -6.249144 0.1 0.2 0.2 0.077
H -2.747106 0.731848 -4.508237 0.0 0.0 0.2 0.094
H -2.624046 -0.729070 -3.500323 0.0 0.2 0.0 0.079
H -4.139383 0.220580 -3.509014 0.1 -0.2 -0.2 0.077
C 4.274844 -1.182076 -1.252946 -0.2 -0.8 -1.0 -0.318
O 3.421844 -0.477400 -0.729123 -0.1 -0.4 -0.4 -0.040
N 4.048982 -2.097181 -2.259014 0.5 1.2 1.4 -0.200
C 5.116048 -2.894478 -2.826624 -0.1 0.0 -0.1 -0.057
C 2.703033 -2.267728 -2.765344 -0.2 0.2 0.1 -0.043
H 5.331850 -1.132912 -0.943459 0.0 -0.1 -0.1 0.138
H 5.184315 -2.682493 -3.897435 0.1 -0.2 0.1 0.094
H 4.885478 -3.952842 -2.675021 0.2 0.0 -0.1 0.093
H 6.074392 -2.664401 -2.353335 -0.2 0.0 0.0 0.088
H 2.346911 -1.311191 -3.159582 -0.1 -0.2 0.0 0.096
H 2.049572 -2.575144 -1.943306 -0.1 0.0 -0.2 0.086
H 2.680497 -3.022960 -3.555618 0.1 0.2 0.2 0.094
C 3.969567 1.941504 6.835648 0.2 0.7 0.4 -0.337
O 5.089674 2.257551 6.456116 -1.0 0.0 0.4 0.005
N 3.180212 2.674259 7.696226 0.5 -0.9 -0.9 -0.211
C 1.862133 2.229168 8.097544 0.2 0.2 0.0 -0.069
C 3.683318 3.928710 8.216103 0.3 0.0 -0.1 -0.048
H 3.490865 1.006341 6.501323 -0.1 0.0 0.1 0.124
H 1.127631 2.980130 7.792919 -0.1 -0.1 0.1 0.083
H 1.843262 2.116044 9.185260 -0.2 -0.1 -0.1 0.092
H 1.610919 1.272050 7.632594 0.1 0.1 0.0 0.081
H 3.899009 4.600098 7.379488 0.1 0.1 0.2 0.093
H 4.611053 3.740354 8.764821 -0.1 0.2 0.0 0.097
H 2.950120 4.392983 8.881150 0.1 -0.2 -0.1 0.088
C -6.912048 0.355317 -8.719276 0.6 -0.3 -0.4 -0.308
O -6.924011 -0.251049 -7.655910 0.2 0.3 -0.8 -0.006
N -5.993076 0.177150 -9.731379 -1.1 0.3 1.0 -0.205
C -6.048619 0.937122 -10.962578 0.1 -0.1 0.1 -0.063
C -4.938488 -0.800290 -9.559644 -0.1 -0.1 0.3 -0.046
H -7.669280 1.121534 -8.953735 0.1 0.0 -0.1 0.132
H -6.161906 0.243892 -11.800928 0.0 0.2 -0.1 0.091
H -5.116938 1.499258 -11.073271 -0.1 0.0 -0.2 0.091
H -6.890435 1.634747 -10.957378 0.1 -0.2 0.1 0.086
H -5.388034 -1.785142 -9.400949 0.2 0.0 0.0 0.096
H -4.348325 -0.536091 -8.676938 0.1 -0.2 -0.1 0.080
H -4.291077 -0.828683 -10.440250 -0.2 0.1 0.2 0.092
```
Forces are in eV/Å.

Values from the calculation:
total charge: +1
LUMO: -4.43 eV

***

No. 2
C24H54BrNO12S | ωB97M-V/def2-TZVPD

The geometry in XYZ format:
```
93
Properties=species:S:1:pos:R:3:forces:R:3:lowdin_charge:R:1
C 1.641032 2.345795 -2.958840 -0.3 0.0 -0.5 -0.027
C 2.065335 1.491099 -1.635216 -0.5 1.7 -1.5 -0.320
C 3.587508 1.072808 -1.968239 0.9 -0.2 0.4 -0.092
C 4.605357 2.331025 -1.902176 -0.5 1.9 4.3 -0.706
O 4.765844 3.015306 -0.864258 -0.7 -3.2 -4.7 -0.001
Br 5.599521 2.838543 -3.538483 -0.6 -0.5 0.7 0.661
O 1.831217 2.497806 -0.588708 -1.2 -2.1 2.4 0.033
C 0.858894 2.013542 0.369083 -0.5 0.2 2.6 -0.317
O 0.598376 2.456729 1.506164 1.4 -1.5 -5.8 0.123
O 0.193102 0.823320 -0.146277 3.6 1.7 0.6 0.077
C 1.043392 0.312317 -1.190840 -1.7 -0.4 -3.7 -0.380
N 0.100431 0.273158 -2.386204 0.7 -0.8 0.4 0.037
C 1.579490 -1.203992 -1.131044 -0.4 0.0 1.3 -0.095
C 2.087341 -1.703830 0.312418 0.5 -1.0 -0.7 -0.173
C 2.974424 -0.649468 1.136373 1.4 -1.4 -0.2 -0.174
S 2.467544 -0.537192 2.947507 -4.4 3.1 3.8 0.755
O 2.498228 0.886071 3.426752 1.3 -3.5 -1.8 -0.333
O 1.091147 -1.086135 3.210920 3.6 0.0 -1.4 -0.343
O 3.535777 -1.435374 3.925126 -1.1 0.8 -1.3 -0.222
H 2.343147 3.250847 -3.114323 -0.8 -1.6 0.6 0.097
H 0.584843 2.779560 -2.868297 1.6 -0.9 0.0 0.104
H 1.692766 1.712618 -3.918586 -0.1 0.9 1.5 0.098
H 3.672683 0.598307 -3.020692 -0.5 0.9 1.7 0.128
H 3.981145 0.274248 -1.239732 -0.4 1.4 -0.9 0.117
H 0.633253 -0.255630 -3.110277 -1.0 0.5 0.4 0.077
H -0.750226 -0.270645 -2.150432 0.9 0.2 0.0 0.104
H 0.673135 -1.873415 -1.400716 1.6 1.2 0.5 0.136
H 2.333610 -1.357006 -1.982673 -0.9 0.4 1.4 0.128
H 2.769307 -2.621343 0.115725 -1.2 1.5 0.5 0.129
H 1.177045 -2.111213 0.871219 1.4 1.0 -0.4 0.120
H 4.061092 -1.055822 1.170455 -1.7 0.8 0.0 0.116
H 3.047315 0.396351 0.686647 -0.5 -1.2 1.2 0.101
H 3.076949 -1.581132 4.796385 0.2 0.3 -1.2 0.114
C -0.668785 4.368327 5.971366 0.0 -0.1 0.3 -0.065
C -1.786418 3.872246 5.067409 0.4 0.6 -0.4 -0.500
C -1.343585 3.825021 3.614044 0.0 -0.3 -0.1 -0.066
O -2.915310 4.736628 5.192014 -0.3 -0.1 0.2 -0.064
H -0.366927 5.384533 5.697323 0.0 -0.1 -0.1 0.080
H -1.005021 4.407954 7.011421 0.0 -0.1 -0.1 0.077
H 0.206429 3.716236 5.911113 0.0 0.1 0.0 0.081
H -2.102891 2.875318 5.387557 -0.2 0.2 0.0 0.127
H -1.064857 4.822381 3.257719 0.1 0.0 0.1 0.085
H -2.160202 3.477938 2.974909 0.1 0.0 0.1 0.083
H -0.489653 3.157229 3.483396 -0.1 0.1 0.0 0.061
H -2.645122 5.621108 4.911007 0.0 -0.2 0.0 0.085
C -4.877346 0.388116 6.728567 -0.2 0.1 0.2 -0.066
C -3.921362 -0.518026 7.488580 0.1 0.1 -0.7 -0.502
C -2.487036 -0.323693 7.023086 0.2 0.0 0.2 -0.066
O -4.302805 -1.878646 7.294598 -0.1 -0.2 0.2 -0.061
H -4.857101 0.165713 5.656649 0.1 0.0 0.0 0.081
H -5.905669 0.229706 7.065059 0.1 0.0 0.0 0.079
H -4.620890 1.441202 6.871054 0.0 -0.1 -0.1 0.079
H -3.991541 -0.310174 8.559959 -0.1 -0.2 -0.1 0.138
H -2.383525 -0.570512 5.961323 -0.1 0.1 0.0 0.082
H -1.812452 -0.988961 7.569054 -0.1 0.1 0.0 0.079
H -2.159486 0.708254 7.174719 0.0 -0.1 0.0 0.072
H -4.244001 -2.072354 6.349330 0.0 0.1 0.2 0.087
C 7.290798 -2.897222 4.572865 0.0 -0.2 0.2 -0.062
C 7.027432 -3.162686 3.098910 -0.1 0.6 0.2 -0.497
C 7.648664 -2.085878 2.222899 0.1 -0.1 -0.3 -0.066
O 5.621000 -3.207428 2.869593 0.0 -0.1 -0.2 -0.073
H 6.852554 -1.942699 4.882052 0.1 0.0 -0.1 0.082
H 6.829116 -3.672163 5.190900 0.1 0.0 -0.1 0.081
H 8.363012 -2.873564 4.784455 -0.1 0.0 0.0 0.080
H 7.433275 -4.140147 2.823235 -0.2 0.0 0.0 0.138
H 7.222767 -1.103063 2.451025 0.1 -0.1 0.1 0.081
H 7.441707 -2.283105 1.167174 0.1 -0.1 0.1 0.077
H 8.731542 -2.037795 2.363979 -0.1 0.1 0.0 0.080
H 5.251135 -2.345335 3.111131 0.0 -0.3 0.2 0.035
C -2.066573 0.489215 -6.607113 0.2 0.2 -0.3 -0.058
C -1.297008 -0.706669 -6.069666 -0.6 0.1 0.3 -0.478
C -2.237710 -1.787898 -5.562161 0.3 -0.4 -0.1 -0.066
O -0.443621 -0.281832 -5.006443 0.3 -0.1 -0.2 -0.093
H -2.680266 0.943544 -5.822221 0.0 -0.1 0.0 0.084
H -1.377666 1.263086 -6.957680 0.0 -0.1 0.0 0.079
H -2.718024 0.199265 -7.434865 0.0 0.0 0.1 0.071
H -0.657318 -1.116010 -6.856689 0.1 0.1 0.2 0.140
H -2.857938 -1.412817 -4.740837 -0.1 0.1 -0.1 0.083
H -1.670094 -2.636235 -5.167756 0.1 0.1 0.0 0.079
H -2.892360 -2.144924 -6.356859 0.1 0.1 0.2 0.058
H -1.000480 0.082570 -4.304654 0.1 0.1 -0.2 0.059
C -6.435184 -0.693172 -8.552275 0.1 0.2 -0.2 -0.062
C -5.665557 -1.889255 -8.014234 -0.6 0.2 0.3 -0.489
C -6.606657 -2.970720 -7.507457 0.1 -0.3 0.0 -0.063
O -4.813259 -1.465581 -6.950899 -0.1 0.0 -0.2 -0.088
H -7.049430 -0.239121 -7.767859 0.0 -0.1 0.0 0.083
H -5.746495 0.080766 -8.902304 0.0 -0.1 0.0 0.079
H -7.086209 -0.982920 -9.381072 0.0 0.1 0.1 0.081
H -5.025225 -2.298311 -8.800901 0.1 0.1 0.2 0.142
H -7.226890 -2.595506 -6.686836 0.0 0.1 -0.1 0.082
H -6.040155 -3.818915 -7.113328 0.0 0.1 -0.1 0.081
H -7.262821 -3.328576 -8.304990 0.0 0.0 0.1 0.081
H -5.370531 -1.101695 -6.249134 0.1 -0.1 -0.2 0.101
```
Forces are in eV/Å.

Values from the calculation:
total charge: 0
LUMO: -0.07 eV
SMILES: C[C@@]1(CC(=O)Br)OC(=O)O[C@]1(N)CCCS(=O)(=O)O.CC(C)O.CC(C)O.CC(C)O.CC(C)O.CC(C)O
ΔE to the lowest compared entry with this formula, charge and spin: 3.692 eV